No. 1
Entry from the Open Molecules 2025 dataset: C18H25Br4ClCsF4K2LiNO14PS4SiV as an isolated structure (wB97M-V/def2-TZVPD).

**Net charge**: +1
**Highest occupied orbital energy**: -0.2528 Eh
**E_tot**: -472345.532 eV
**Frontier orbital gap**: 0.89 eV

```
78
Properties=species:S:1:pos:R:3:forces:R:3:mulliken_charge:R:1
C -3.12898 -2.89870 -1.23669 -0.47 -0.38 0.03 -0.375
Si -1.78290 -1.48385 -1.44016 0.02 -0.23 0.31 -0.280
C -0.53647 -2.09180 -2.78781 0.49 0.23 -0.34 -0.581
C -2.77988 0.09295 -1.98977 -0.65 0.82 0.34 -0.335
C -1.99857 1.50800 -1.71326 -1.13 0.83 -1.20 -0.968
C -0.76891 1.81585 -2.79344 -0.67 2.15 0.48 1.039
F -0.96212 1.14850 -4.10558 0.74 1.73 3.48 -0.298
F -0.80832 3.29347 -3.03494 0.21 -4.06 0.11 -0.326
C 0.73602 1.51749 -2.13068 -0.99 0.67 0.57 0.353
O 1.38101 2.77601 -1.62846 0.45 -2.05 2.32 -0.283
C 2.10985 2.48256 -0.35377 4.08 -4.92 1.63 0.408
O 2.88617 1.38842 -0.17634 -5.54 7.00 -2.14 -0.317
Br 2.02216 3.71892 1.26561 -0.30 -1.35 -2.56 0.018
P 1.97194 0.73901 -3.36079 0.65 -1.33 0.77 0.015
S 2.91632 -0.84537 -2.63224 -1.31 1.77 -2.13 -0.484
C -0.90748 -1.07906 0.26588 1.28 0.84 3.37 0.598
C -1.91069 -0.46193 1.44393 5.25 -0.61 1.03 -0.195
C -1.20525 -0.05795 2.89215 1.86 -1.61 -3.45 -0.537
C 0.41597 -0.28172 3.10929 -1.02 -0.87 -2.81 -0.400
C 1.40528 -0.92749 1.96219 -4.85 0.66 -1.18 -0.258
C 0.72329 -1.33166 0.52673 -2.09 1.76 3.08 0.537
H -3.60034 -2.84320 -0.14202 1.36 -0.43 -2.35 0.151
H -3.98031 -2.69130 -2.04400 1.79 -0.62 1.55 -0.076
H -2.64195 -3.96112 -1.45528 -1.27 2.22 0.65 0.184
H -0.19110 -1.22484 -3.49642 -0.67 -1.66 1.28 0.057
H -1.08185 -2.89339 -3.44568 1.34 1.35 1.25 0.412
H 0.41076 -2.48229 -2.21964 -1.82 0.37 -1.44 0.099
H -3.16386 0.03306 -3.10184 0.84 0.17 2.18 0.419
H -3.75090 0.11014 -1.29604 1.94 0.13 -1.42 0.145
H -1.65449 1.63544 -0.59764 -0.29 -0.43 -2.32 0.337
H -2.80037 2.37115 -1.90364 1.98 -1.74 0.29 0.379
H 0.52427 0.87586 -1.16822 0.71 0.48 -2.18 -0.218
H 1.40100 0.30219 -4.60987 0.08 0.99 0.62 0.228
H 3.01552 1.73722 -3.62693 -3.18 -2.52 1.03 -0.172
H -3.06286 -0.33275 1.22764 2.63 -0.20 0.58 0.190
H -1.89739 0.38802 3.72458 1.78 -0.93 -1.64 0.347
H 0.93029 0.03672 4.12891 -1.38 -0.67 -2.30 0.350
H 2.55281 -1.07400 2.14595 -2.55 0.42 -0.21 0.210
H 1.38603 -1.77262 -0.36201 -1.82 1.13 2.11 -0.640
K 4.03828 3.04265 -4.27645 2.81 2.72 -0.95 0.918
C 5.63282 -2.97386 -4.48990 -0.06 0.13 -0.05 0.766
Br 4.50145 -4.18516 -5.50814 0.29 0.31 0.29 0.006
Br 6.91100 -3.93578 -3.38299 -0.34 0.24 -0.18 -0.015
Br 6.50651 -1.66555 -5.63408 -0.25 -0.37 0.37 -0.001
H 4.97706 -2.41817 -3.81151 0.26 -0.18 -0.44 -0.636
N 3.17480 3.13885 5.37726 -0.27 0.63 -0.20 -0.173
S 2.92150 4.64618 5.01620 -1.44 2.14 -0.90 1.304
O 3.37799 5.65251 5.96872 -0.80 -1.38 -0.53 -0.572
O 1.70821 4.97107 4.27539 1.00 -0.84 0.74 -0.647
F 4.01738 4.82930 3.86067 -1.24 -2.04 -1.02 -0.282
S 2.26922 2.67283 6.57501 -1.74 -2.66 4.28 1.167
O 2.68377 1.40142 7.16715 -0.07 1.69 -2.04 -0.642
O 0.82525 2.83003 6.45062 1.68 0.22 -0.88 -0.603
F 2.62900 3.68987 7.75003 -0.14 -0.05 -0.88 -0.242
Cl 5.38827 6.11570 4.82558 2.76 2.01 0.91 -0.037
K 4.03380 -2.18598 -0.87693 1.48 -1.41 2.08 1.000
O -5.93937 -5.04576 -1.05622 0.22 -0.77 0.03 -0.548
C -6.57028 -4.36093 -1.84434 -0.48 -1.60 -1.84 0.437
O -6.11035 -3.97830 -3.07163 0.42 -0.70 1.58 -0.247
C -7.05903 -3.09916 -3.67403 -0.40 0.62 -0.91 -0.468
C -8.36680 -3.39432 -2.98735 -0.96 -0.02 -0.40 -0.203
C -7.92992 -3.78094 -1.59700 -2.52 -1.39 -1.37 -1.296
H -6.72936 -2.06716 -3.51449 0.04 -0.06 -0.10 0.212
H -7.11010 -3.29272 -4.74946 0.28 -0.01 0.25 0.340
H -9.06389 -2.55244 -3.00874 0.13 -0.11 -0.03 0.336
H -8.85454 -4.24989 -3.47018 0.07 0.23 0.06 0.282
H -7.83326 -2.90935 -0.94370 -4.39 -2.07 -2.22 0.582
H -8.60089 -4.52248 -1.15731 0.16 0.15 0.15 0.385
O 9.39676 5.29667 -0.89739 -1.64 -1.24 -2.67 -0.942
V 8.57998 4.67086 -2.32132 1.36 0.97 1.90 1.222
O 7.76319 4.04505 -3.74525 -0.61 -0.05 0.62 -1.107
O 7.01505 3.67354 9.13062 -0.22 -0.47 -0.49 -0.459
S 5.83159 2.85396 8.81240 0.01 -0.18 0.28 1.301
O 5.50433 2.99757 7.38214 0.11 0.45 0.48 -0.350
O 4.68788 3.30545 9.62581 0.25 -0.45 -0.51 -0.422
O 6.11899 1.43916 9.11116 -0.02 0.66 0.24 -0.472
Li -6.27041 -5.42507 1.12953 0.22 -0.42 -0.37 0.619
Cs -6.22956 -2.46560 -0.27957 6.58 6.21 5.34 0.750
```
Forces are in eV/Å.

---

No. 2
Entry from the Open Molecules 2025 dataset: one molecule with the formula C2H2N4OS (wB97M-V/def2-TZVPD).

**Highest occupied orbital energy**: -0.3705 Eh
**ΔE to the lowest compared entry with this formula, charge and spin**: 2.0289 eV
**E_tot**: -20945.923 eV
**Frontier orbital gap**: 9.22 eV

```
10
Properties=species:S:1:pos:R:3:forces:R:3:mulliken_charge:R:1
H 1.55616 -2.26759 0.23334 -0.04 -0.48 0.32 0.269
N 2.07008 -1.39804 0.24110 -0.12 1.01 -0.46 -0.601
C 1.25510 -0.47995 -0.04987 2.18 0.75 0.60 0.642
N 1.67605 0.88180 -0.28814 -2.78 2.11 0.40 -0.112
N 0.79000 1.82279 -0.13022 1.29 -3.91 0.69 -0.136
N -0.53278 1.46059 0.41565 -1.09 -2.52 -2.51 -0.296
C -0.97569 0.24586 -0.00796 3.83 2.88 1.94 0.517
S -2.58140 -0.37539 -0.05060 -0.53 0.78 -0.09 -0.196
O -0.02517 -0.73722 -0.27330 -3.50 0.19 -0.99 -0.287
H -3.23236 0.84717 -0.09001 0.76 -0.82 0.09 0.200
```
Forces are in eV/Å.

---

Q: Among the records above, which one has the highest highest occupied orbital energy?
A: C18H25Br4ClCsF4K2LiNO14PS4SiV

---

Q: Among the records above, which one has the lowest E_tot?
A: C18H25Br4ClCsF4K2LiNO14PS4SiV

---

Q: Look up the E_tot of the first one.
A: -472345.532 eV

---

Q: What is the formula in the first record?
A: C18H25Br4ClCsF4K2LiNO14PS4SiV